(1)
This record from the OMol25 dataset describes a molecular structure, C4H6N2O at a distorted geometry. The level of theory is ωB97M-V with the def2-TZVPD basis set.

ORCA input file:
```
! wB97M-V def2-TZVPD RIJCOSX def2/J DEFGRID3
* xyz 0 1
C 1.2891 0.9389 0.0199
C -1.3351 0.8172 -0.2755
C -2.0368 -0.3090 -0.0722
C 0.1114 -0.9246 -0.1483
H 1.8065 1.1771 -0.9990
H 1.3559 1.9971 0.7933
H 2.1200 0.1480 0.7272
H -1.4749 1.6930 -0.2490
H -3.1046 -0.6733 0.0001
H 1.1107 -2.3437 0.6105
N -0.0340 0.4140 -0.1299
N -1.0607 -1.4646 0.0855
O 1.2525 -1.4700 -0.3628
*
```

For the LUMO energy, the calculation gives -0.2 eV. Its strongest force on any atom is 0.2394 Eh/bohr.

***

(2)
This record from the OMol25 dataset describes 2 unconnected molecules or ions with the total composition C4H6N2O. The level of theory is ωB97M-V with the def2-TZVPD basis set.

ORCA input file:
```
! wB97M-V def2-TZVPD RIJCOSX def2/J DEFGRID3
* xyz 0 1
C -2.0532 1.3906 0.9643
O -1.7330 0.8352 1.9811
C -0.2267 -0.8645 -0.7897
N -0.0472 0.4083 -0.4743
N 1.2381 0.4874 -0.1134
C 1.8848 -0.6964 -0.1999
C 0.9587 -1.6112 -0.6415
H -2.8623 1.0068 0.3107
H -1.5950 2.3359 0.6167
H -1.2059 -1.1992 -1.1045
H 1.5915 1.3573 0.2481
H 2.9357 -0.7887 0.0324
H 1.1146 -2.6617 -0.8300
*
```

The structure (SMILES) is c1cn[nH]c1.C=O. For the LUMO energy, the calculation gives 1.0 eV. Its strongest force on any atom is 0.0067 Eh/bohr.

***

(3)
This record from the OMol25 dataset describes C4H6N2O in the gas phase at a distorted geometry. The level of theory is ωB97M-V with the def2-TZVPD basis set.

ORCA input file:
```
! wB97M-V def2-TZVPD RIJCOSX def2/J DEFGRID3
* xyz 0 1
C -1.6314 -0.4663 0.1313
C 0.6816 0.0479 -0.2253
C 1.2577 -1.3750 -0.2817
C -0.6084 0.4479 0.4977
N -2.3729 -1.2487 -0.2242
N -0.9949 1.8384 0.2170
O 1.2285 0.9859 -0.7489
H 1.8377 -1.4710 0.5637
H 2.0576 -1.3828 -1.0031
H 0.5003 -2.0471 -0.5362
H -0.6190 0.2614 1.6076
H -0.4248 2.3898 0.7892
H -0.9122 2.0195 -0.7871
*
```

The structure (SMILES) is CC(=O)[C@@H](N)C#N. For the LUMO energy, the calculation gives 0.6 eV. Its strongest force on any atom is 0.0631 Eh/bohr.

***

(4)
This record from the OMol25 dataset describes C4H6N2O in the gas phase at a distorted geometry. The level of theory is ωB97M-V with the def2-TZVPD basis set.

ORCA input file:
```
! wB97M-V def2-TZVPD RIJCOSX def2/J DEFGRID3
* xyz 0 1
C 0.7721 -0.7207 0.3173
C 0.4230 0.5356 -0.3781
N 2.0341 -1.0865 0.5902
C -1.1620 0.4919 0.1688
C -2.2105 -0.0709 -0.4769
N 1.2593 1.4031 -0.8068
O -0.2914 -1.1945 0.8174
H 2.2236 -1.9766 1.0244
H 2.7688 -0.5188 0.1878
H 0.8612 2.3451 -0.7479
H -1.3548 1.4399 0.6626
H -2.1653 -1.0977 -0.8179
H -3.1581 0.4500 -0.5409
*
```

The structure (SMILES) is [H]/N=C(\C=C)C(N)=O. For the LUMO energy, the calculation gives 0.1 eV. Its strongest force on any atom is 0.0934 Eh/bohr.